This record from the OMol25 dataset describes 2 unconnected molecules or ions with the total composition C14H21F3N4O7S. The level of theory is ωB97M-V/def2-TZVPD.

Output
**Electronic energy**: -1989.5185 a.u.
**Charge**: 0
**Kohn-Sham gap**: 7.964 eV
**Maximum force**: 1.103 eV/Å
**E_HOMO**: -9.406 eV
**2S+1**: 1

Each line ends with the Löwdin charge.
Positions of all 50 atoms, in Å:
C (2.50569, -1.61742, 1.86254)  -0.08
C (1.84471, -0.45462, 1.15013)  -0.25
N (0.95365, -0.94125, 0.07842)  0.05
C (0.02802, -0.00321, -0.35317)  -0.21
C (0.29613, 1.25829, -0.73433)  0.07
C (-0.81140, 2.09412, -1.21355)  -0.38
O (-0.70956, 2.90263, -2.11201)  0.12
C (-2.13864, 1.82834, -0.55695)  -0.12
S (-3.30112, 3.16041, -0.40475)  0.79
O (-4.09033, 3.26224, -1.59406)  -0.24
O (-3.92604, 3.08167, 0.88112)  -0.27
C (-2.26492, 4.73151, -0.31855)  -0.69
F (-2.91502, 5.54076, 0.49236)  0.16
F (-2.15838, 5.29400, -1.49443)  0.18
F (-1.05964, 4.51199, 0.19752)  0.15
C (-2.44641, 0.57759, -0.19082)  -0.10
C (-3.71004, 0.07076, 0.41164)  -0.06
C (-3.57931, -0.42309, 1.88922)  -0.64
N (-4.53338, -1.54121, 2.03868)  0.08
N (-3.85301, 0.69246, 2.76992)  0.09
N (-2.25793, -0.89546, 2.27481)  0.10
C (-1.38883, -0.45892, -0.47319)  -0.29
O (-1.68297, -1.59313, -0.78381)  0.14
H (3.33082, -1.25255, 2.47230)  0.08
H (1.80057, -2.14297, 2.50558)  0.07
H (2.93167, -2.29899, 1.12715)  0.07
H (1.27163, 0.16130, 1.85231)  0.12
H (2.61615, 0.19155, 0.73168)  0.11
H (0.44678, -1.75088, 0.42204)  0.12
H (1.28629, 1.69242, -0.76318)  0.13
H (-4.03612, -0.79182, -0.16885)  0.13
H (-4.50402, 0.81040, 0.34050)  0.11
H (-4.04779, -2.41245, 2.21359)  0.07
H (-5.12146, -1.37501, 2.84471)  0.07
H (-4.76380, 1.08670, 2.55964)  0.08
H (-3.87708, 0.33187, 3.71852)  0.08
H (-1.54877, -0.17925, 2.18569)  0.08
H (-1.99389, -1.74477, 1.79691)  0.07
C (6.44595, -2.77332, -1.02249)  -0.04
O (5.99093, -2.35841, -2.31252)  0.01
C (4.79019, -1.78296, -2.31283)  -0.62
O (4.09520, -1.59770, -1.34695)  0.11
O (4.48277, -1.44862, -3.56226)  0.01
C (3.20457, -0.81729, -3.70306)  -0.03
H (7.42365, -3.21722, -1.18149)  0.09
H (6.53072, -1.91978, -0.35264)  0.10
H (5.76883, -3.51083, -0.59586)  0.10
H (3.17200, 0.11113, -3.13642)  0.09
H (2.41033, -1.48048, -3.36660)  0.10
H (3.09260, -0.60856, -4.76220)  0.09

This record from the OMol25 dataset describes a molecular structure, C14H21F5IInOP2. The level of theory is ωB97M-V/def2-TZVPD.

Output
**Electronic energy**: -2290.4288 a.u.
**Charge**: +2
**Kohn-Sham gap**: 4.814 eV
**Maximum force**: 2.677 eV/Å
**E_HOMO**: -14.530 eV
**2S+1**: 1
**ΔE to the lowest compared entry with this formula, charge and spin**: 0.0000 eV

Each line ends with the Löwdin charge.
Positions of all 45 atoms, in Å:
C (1.92246, -0.85915, -2.24490)  -0.30
I (0.34576, -2.90217, -2.18701)  0.91
H (2.12283, -1.77199, -2.84134)  -0.09
H (2.82789, -0.64395, -1.64176)  0.04
H (1.62320, -0.02620, -2.90479)  0.02
In (0.44347, -0.15374, -0.37790)  0.69
P (2.12399, -1.85137, 0.91350)  0.71
C (3.06593, -0.99766, 2.21294)  -0.23
C (1.32831, -3.23495, 1.79558)  -0.24
H (2.11096, -3.92917, 2.13967)  0.08
H (4.00100, -3.35131, 0.65305)  0.08
H (0.63949, -3.75026, 1.11211)  0.04
H (2.96902, -3.34725, -0.82699)  0.01
H (2.36595, -0.55592, 2.93656)  0.05
H (0.77003, -2.83597, 2.65335)  0.07
C (3.42834, -2.72236, -0.04676)  -0.25
H (3.72804, -1.72220, 2.71007)  0.08
H (4.09893, -1.99450, -0.52321)  0.06
H (3.66185, -0.19131, 1.76230)  0.07
P (-1.19104, 0.51993, -2.47485)  0.72
C (-1.53078, 2.29619, -2.68448)  -0.22
C (-0.70149, 0.03252, -4.15903)  -0.27
H (-2.81663, -1.26402, -2.49192)  0.04
H (-3.50653, 0.27454, -3.12589)  0.07
H (-3.28290, 0.04536, -1.35972)  0.05
C (-2.88060, -0.18202, -2.35174)  -0.23
H (-0.53928, -1.04668, -4.19920)  -0.01
H (-1.49451, 0.31203, -4.85734)  0.08
H (-2.37675, 2.41890, -3.37805)  0.08
H (-0.63271, 2.78316, -3.09113)  0.07
H (0.22356, 0.54007, -4.43627)  0.05
H (-1.78350, 2.74817, -1.71547)  0.04
C (-0.03985, 1.87539, 0.68280)  -0.36
O (0.51266, 2.82848, 0.19214)  0.11
F (-2.84397, 2.17449, 0.36187)  0.09
C (-2.33445, 2.07127, 1.62635)  -0.11
C (-0.95574, 1.80147, 1.79856)  -0.11
C (-0.47753, 1.72956, 3.10991)  -0.13
F (0.85011, 1.45917, 3.29174)  0.09
C (-1.27696, 1.94288, 4.20418)  -0.09
F (-0.75437, 1.94701, 5.45194)  0.14
C (-2.65362, 2.21342, 4.00183)  -0.07
F (-3.42968, 2.44113, 5.07473)  0.16
C (-3.17378, 2.27898, 2.70047)  -0.09
F (-4.48708, 2.60001, 2.53409)  0.13

This record from the OMol25 dataset describes a molecular structure, C14H21N4OPS2Zn. The level of theory is ωB97M-V/def2-TZVPD.

Output
**Electronic energy**: -3756.8907 a.u.
**Charge**: +2
**Kohn-Sham gap**: 7.765 eV
**Maximum force**: 0.485 eV/Å
**E_HOMO**: -13.532 eV
**2S+1**: 1
**ΔE to the lowest compared entry with this formula, charge and spin**: 0.3365 eV

Each line ends with the Löwdin charge.
Positions of all 44 atoms, in Å:
Zn (-1.81007, 0.88009, 1.29649)  0.44
S (-2.55703, 0.87532, 3.43548)  0.62
C (-1.87645, -0.71555, 3.19569)  -1.10
N (-1.24771, -0.96704, 2.05802)  -0.09
C (-0.74993, -2.26266, 2.01999)  -0.31
C (-0.04049, -2.85352, 0.97798)  -0.04
C (0.38832, -4.15866, 1.12099)  -0.07
C (0.11874, -4.87920, 2.28803)  -0.06
C (-0.58707, -4.30633, 3.32861)  -0.06
C (-1.01812, -2.99314, 3.18175)  -0.44
S (-1.91909, -2.01331, 4.31002)  1.13
H (0.15340, -2.30878, 0.06054)  0.08
H (0.93236, -4.63671, 0.31786)  0.11
H (0.46251, -5.90006, 2.37592)  0.12
H (-0.79955, -4.86696, 4.22848)  0.12
C (-3.87629, 0.01442, -1.08573)  -0.06
O (-3.55618, 0.54375, 0.21917)  -0.22
H (-4.84232, -0.48307, -1.05631)  0.11
H (-3.11582, -0.72455, -1.32798)  0.09
H (-3.89656, 0.81428, -1.82428)  0.09
H (-4.34722, 0.86181, 0.67141)  0.11
C (2.56414, 2.96668, -1.06857)  -0.08
N (2.62801, 1.52847, -0.50294)  -0.06
C (2.54517, 0.54509, -1.69032)  -0.08
N (1.38387, 0.79676, -2.46762)  -0.14
C (1.37840, 2.17403, -2.96403)  -0.13
N (1.40110, 3.13772, -1.86400)  -0.14
C (0.15830, 3.15425, -1.09422)  -0.26
P (-0.12419, 1.50254, -0.31769)  1.03
C (1.52806, 1.28118, 0.48593)  -0.22
C (0.13776, 0.42936, -1.80002)  -0.27
H (3.46675, 3.09001, -1.66641)  0.16
H (2.58412, 3.64414, -0.21574)  0.15
H (3.52730, 1.39982, -0.03337)  0.19
H (2.55002, -0.46021, -1.27001)  0.15
H (3.44780, 0.70990, -2.27827)  0.16
H (0.49297, 2.33821, -3.57502)  0.15
H (2.26100, 2.32631, -3.58551)  0.15
H (-0.67699, 3.39873, -1.75197)  0.11
H (0.20056, 3.92575, -0.32325)  0.11
H (1.62672, 0.26778, 0.87994)  0.11
H (1.64072, 1.98409, 1.31294)  0.12
H (-0.69519, 0.56127, -2.49292)  0.11
H (0.15819, -0.62195, -1.50906)  0.09

This record from the OMol25 dataset describes 7 unconnected molecules or ions with the total composition C14H21N7. The level of theory is ωB97M-V/def2-TZVPD.

Output
**Electronic energy**: -929.1296 a.u.
**Charge**: 0
**Kohn-Sham gap**: 10.867 eV
**Maximum force**: 7.265 eV/Å
**E_HOMO**: -10.654 eV
**2S+1**: 1
**ΔE to the lowest compared entry with this formula, charge and spin**: 4.3721 eV

Each line ends with the Löwdin charge.
Positions of all 42 atoms, in Å:
C (17.63058, -20.42809, 23.76807)  -0.13
C (16.59788, -19.57554, 24.38581)  -0.24
N (15.79816, -18.90739, 24.93310)  0.10
H (17.59813, -21.42979, 24.19659)  0.02
H (18.66061, -20.09596, 23.89780)  0.06
H (17.53231, -20.55811, 22.69032)  0.09
C (18.53976, -24.81071, 29.61144)  -0.05
C (19.16490, -23.56695, 30.15943)  -0.30
N (19.60002, -22.64071, 30.60268)  0.19
H (18.67522, -25.60722, 30.34310)  0.11
H (18.98475, -25.04002, 28.64318)  0.03
H (17.48754, -24.55066, 29.49609)  0.01
C (21.94524, -20.62265, 26.73475)  -0.05
C (22.15074, -22.05635, 26.75662)  -0.23
N (22.25548, -23.23887, 26.78450)  0.18
H (22.87231, -20.06087, 26.84891)  0.09
H (21.22216, -20.19995, 27.43231)  0.10
H (21.70528, -20.54103, 25.67463)  0.08
C (19.34865, -22.72747, 27.19918)  -0.14
C (19.28699, -22.07708, 25.88756)  -0.17
N (19.24342, -21.62831, 24.79148)  0.08
H (20.32113, -23.13398, 27.47689)  0.02
H (18.58183, -23.49980, 27.25920)  0.06
H (19.00784, -22.01677, 27.95208)  0.04
C (21.01309, -25.42421, 28.05637)  -0.18
C (21.81611, -24.98013, 29.19618)  -0.29
N (22.43625, -24.62317, 30.11176)  0.14
H (20.33548, -24.65214, 27.69186)  -0.03
H (20.46567, -26.34913, 28.23794)  0.09
H (21.69631, -25.66138, 27.24087)  0.07
C (16.09495, -23.19874, 29.42193)  -0.05
C (16.74217, -22.24406, 28.52665)  -0.23
N (17.25695, -21.45320, 27.89120)  0.18
H (16.81776, -23.60209, 30.13112)  0.04
H (15.77052, -23.98727, 28.74292)  0.10
H (15.21313, -22.76230, 29.89098)  0.10
C (18.13815, -24.17525, 23.85810)  -0.05
C (18.74453, -24.93902, 24.92061)  -0.24
N (19.29363, -25.54047, 25.75265)  0.18
H (18.66128, -24.28131, 22.90774)  0.10
H (18.19411, -23.15324, 24.23286)  0.01
H (17.11692, -24.52824, 23.71463)  0.09